The ion C2H4NO4P with charge -2, computed with wB97M-V/def2-TZVPD.

```
! RIJCOSX wB97M-V def2-TZVPD def2/J DEFGRID3
* xyz -2 1
C 0.648 -0.222 -1.219
C -0.623 -0.071 -0.388
N 1.587 -0.139 -0.185
O -2.834 -1.178 1.112
O -3.828 1.284 0.988
O -3.955 -0.380 -0.976
O -1.593 0.688 -0.477
P -3.323 0.019 0.311
H 0.667 -1.213 -1.708
H 0.682 0.623 -2.027
H 1.734 0.923 0.062
H -0.780 -0.747 0.555
*
```

Values from the calculation:
Maximum force: 3.71 eV/Å
E: -775.6834 Ha
Molecular weight: 137.03 g mol⁻¹
Highest occupied orbital energy: 0.3 eV